12
Properties=species:S:1:pos:R:3:forces:R:3:mulliken_charge:R:1 method="wB97M-V/def2-TZVPD" lumo_ev="-5.6 / -5.6" total_charge=+1 relative_energy_kj_mol=349.3 gap_ev="8.5092 / 8.5119"
C 1.323 0.543 0.185 2.8606 0.5201 1.7297 -0.0971
C -0.892 -0.706 0.407 -1.3526 0.0311 1.5983 -0.6145
C -0.929 0.661 -0.193 0.1271 -0.0610 0.1144 0.0377
N 1.396 -0.709 -0.097 2.8744 1.5491 -0.0336 -0.3493
N 0.215 1.278 0.026 -1.7709 -2.1494 -0.1426 -0.0004
N 0.320 -1.336 -0.112 -3.2233 -4.4216 -5.2483 -0.0450
H 2.170 1.186 0.387 0.4565 -0.7667 -0.0495 0.3918
H -0.961 -0.840 1.569 0.8293 0.9945 -1.8395 0.2642
H -1.751 -1.270 0.138 -0.5937 -0.5463 -0.7095 0.3632
H -1.622 1.059 -0.956 0.0937 -0.1746 0.9045 0.3907
H 0.502 2.193 -0.110 -0.5726 2.5578 -0.9630 0.2390
H 0.230 -2.060 -1.243 0.2714 2.4669 4.6391 0.4197